(1)
{
  "formula": "C10H23BrCaF2N4O4P2",
  "method": "ωB97M-V with the def2-TZVPD basis set",
  "species": ["O", "P", "C", "C", "N", "P", "O", "Br", "C", "N", "F", "N", "H", "H", "H", "H", "H", "H", "H", "H", "C", "C", "C", "C", "N", "H", "H", "H", "H", "H", "H", "H", "C", "O", "H", "H", "H", "C", "C", "O", "H", "H", "H", "H", "H", "Ca", "F"],
  "coordinates": [[3.851, 1.844, 4.226], [3.892, 0.826, 3.012], [2.272, -0.146, 2.740], [1.225, 0.889, 1.941], [-0.049, 0.323, 2.505], [-1.615, 0.988, 2.094], [-2.780, 0.594, 3.386], [-2.475, -0.093, 0.245], [0.128, -0.939, 3.293], [-0.612, -2.088, 3.428], [-1.771, -2.196, 2.721], [1.484, -0.646, 3.973], [4.160, 1.565, 1.775], [5.021, -0.048, 3.203], [2.466, -1.194, 2.196], [1.472, 1.932, 2.411], [1.246, 0.761, 0.768], [-2.681, 1.324, 4.095], [-0.318, -2.898, 4.019], [1.184, 0.197, 4.544], [-0.221, -2.171, -4.346], [1.023, -2.136, -3.464], [0.775, -2.698, -2.063], [-0.294, -1.875, -1.361], [-1.180, -1.193, -0.780], [-1.023, -1.549, -3.938], [0.011, -1.788, -5.345], [-0.597, -3.195, -4.453], [1.378, -1.101, -3.392], [1.818, -2.716, -3.946], [1.698, -2.664, -1.475], [0.447, -3.742, -2.119], [-4.150, 3.391, 2.141], [-3.088, 3.447, 2.931], [-5.043, 3.957, 2.454], [-4.030, 3.755, 1.107], [-4.591, 2.397, 1.958], [-0.476, 2.651, -4.434], [0.204, 1.382, -4.978], [-0.738, 0.661, -5.564], [-1.252, 2.416, -3.695], [0.267, 3.286, -3.936], [-0.931, 3.248, -5.234], [0.736, 0.949, -4.117], [1.043, 1.746, -5.591], [-0.443, -4.431, 2.747], [2.557, -3.022, 4.318]],
  "homo_lumo_gap_ev": 1.60,
  "spin_multiplicity": 1,
  "lumo_energy_ev": -4.67
}

=====

(2)
{
  "formula": "C10H23Cl14N2O",
  "method": "ωB97M-V with the def2-TZVPD basis set",
  "species": ["N", "N", "C", "C", "C", "O", "H", "H", "H", "H", "H", "H", "H", "H", "H", "C", "Cl", "Cl", "H", "H", "C", "Cl", "Cl", "H", "H", "C", "Cl", "Cl", "H", "H", "C", "Cl", "Cl", "H", "H", "C", "Cl", "Cl", "H", "H", "C", "Cl", "Cl", "H", "H", "C", "Cl", "Cl", "H", "H"],
  "coordinates": [[-1.941, 1.361, 0.398], [-2.877, 0.382, -0.089], [-2.523, -0.969, 0.273], [-1.025, -1.286, 0.387], [-0.513, -1.110, 1.801], [0.832, -0.599, 1.842], [-1.028, 1.307, -0.067], [-1.772, 1.329, 1.408], [-2.993, -1.339, 1.224], [-2.934, -1.618, -0.506], [-0.851, -2.317, 0.096], [-0.451, -0.653, -0.287], [-0.498, -2.060, 2.332], [-1.170, -0.439, 2.349], [0.736, 0.270, 1.426], [2.436, -0.737, 4.639], [2.307, 0.537, 5.866], [4.112, -1.277, 4.420], [1.852, -1.587, 4.968], [2.060, -0.367, 3.692], [-0.347, -5.384, -1.198], [-0.576, -5.107, 0.534], [-0.662, -3.900, -2.100], [0.686, -5.667, -1.360], [-1.028, -6.160, -1.524], [3.028, 2.185, 0.256], [3.137, 1.553, 1.899], [1.765, 3.415, 0.094], [3.978, 2.625, -0.013], [2.777, 1.366, -0.408], [-5.175, -4.270, -1.276], [-3.686, -4.533, -0.379], [-5.358, -5.400, -2.637], [-6.015, -4.412, -0.609], [-5.157, -3.261, -1.671], [-1.335, 5.330, -0.337], [-2.135, 6.227, -1.652], [-1.947, 3.690, -0.146], [-0.278, 5.290, -0.570], [-1.503, 5.879, 0.582], [-0.531, -0.382, -3.513], [-2.150, -1.031, -3.262], [-0.133, 0.901, -2.361], [0.183, -1.187, -3.382], [-0.475, 0.029, -4.513], [5.821, 4.818, -1.365], [6.572, 4.303, 0.150], [5.285, 3.448, -2.344], [4.954, 5.422, -1.128], [6.546, 5.384, -1.936]],
  "homo_lumo_gap_ev": 4.01,
  "spin_multiplicity": 1,
  "lumo_energy_ev": 2.07,
  "charge": -1
}

=====

(3)
{
  "formula": "C10H23NO2P",
  "method": "ωB97M-V with the def2-TZVPD basis set",
  "species": ["C", "C", "C", "C", "C", "C", "C", "C", "C", "C", "N", "O", "O", "P", "H", "H", "H", "H", "H", "H", "H", "H", "H", "H", "H", "H", "H", "H", "H", "H", "H", "H", "H", "H", "H", "H", "H"],
  "coordinates": [[4.749, -0.204, -1.282], [-0.825, 2.703, 1.314], [-3.137, -0.319, -1.490], [-1.863, -2.233, -0.653], [-3.040, -0.909, 1.027], [3.995, 0.181, -0.048], [2.614, -0.646, 0.023], [1.681, 0.155, 0.874], [-1.491, 2.267, 0.068], [-1.035, -0.080, -0.111], [-2.263, -0.883, -0.306], [0.038, -2.014, 1.565], [-0.916, 1.172, -0.637], [0.102, -0.643, 0.970], [5.562, 0.527, -1.443], [4.096, -0.174, -2.121], [5.247, -1.221, -1.059], [0.078, 3.301, 1.173], [-1.474, 3.309, 2.022], [-0.652, 1.744, 1.686], [-3.149, 0.803, -1.366], [-2.815, -0.565, -2.435], [-4.086, -0.685, -1.254], [-0.938, -2.108, -1.357], [-1.563, -2.724, 0.205], [-2.711, -2.799, -1.082], [-2.253, -0.604, 1.848], [-3.738, -0.241, 0.924], [-3.433, -1.917, 1.145], [4.687, 0.083, 0.741], [3.609, 1.189, -0.159], [2.874, -1.698, 0.415], [2.361, -0.931, -1.023], [2.253, 0.195, 1.816], [1.556, 1.165, 0.413], [-1.608, 2.881, -0.823], [-2.514, 1.923, 0.420]],
  "homo_lumo_gap_ev": 9.13,
  "spin_multiplicity": 1,
  "lumo_energy_ev": -3.46,
  "e_above_lowest_ev": 4.9324,
  "charge": 1
}

=====

(4)
{
  "formula": "C10H24ClO5P2SSc",
  "method": "ωB97M-V with the def2-TZVPD basis set",
  "species": ["C", "C", "H", "H", "H", "O", "Cl", "Sc", "P", "C", "C", "H", "H", "H", "H", "H", "H", "C", "H", "H", "H", "P", "C", "C", "H", "H", "H", "C", "H", "H", "H", "H", "H", "H", "C", "O", "C", "S", "O", "O", "O", "H", "H", "H"],
  "coordinates": [[0.700, -0.212, -6.269], [0.442, 0.226, -4.857], [1.776, -0.242, -6.448], [0.213, 0.483, -6.958], [0.254, -1.198, -6.428], [1.232, 0.509, -4.015], [-1.354, 0.296, -4.503], [0.313, -0.034, 0.333], [0.091, 2.260, 0.088], [1.358, 3.327, 0.871], [0.085, 2.816, -1.657], [-0.106, 3.892, -1.729], [-1.586, 3.991, 0.528], [-0.693, 2.260, -2.187], [-2.306, 2.368, 0.276], [2.343, 3.075, 0.469], [1.052, 2.583, -2.112], [-1.487, 2.922, 0.743], [1.149, 4.386, 0.687], [-1.526, 2.758, 1.823], [1.372, 3.142, 1.949], [0.293, -2.351, 0.416], [1.641, -3.182, 1.336], [-1.227, -3.048, 1.164], [-0.470, -2.741, -1.832], [0.255, -4.234, -1.151], [1.295, -2.895, -1.721], [0.350, -3.145, -1.233], [-2.087, -2.637, 0.629], [-1.232, -4.142, 1.101], [1.525, -4.271, 1.306], [1.632, -2.845, 2.376], [-1.287, -2.740, 2.211], [2.604, -2.907, 0.896], [1.835, 0.103, 1.323], [2.813, 0.192, 1.960], [-2.127, 0.188, 4.531], [-0.840, 0.129, 3.255], [0.069, 1.362, 3.334], [0.149, -1.015, 3.517], [-1.337, -0.016, 1.605], [-1.742, -0.261, 5.469], [-3.009, -0.391, 4.189], [-2.422, 1.241, 4.716]],
  "homo_lumo_gap_ev": 6.35,
  "spin_multiplicity": 1,
  "lumo_energy_ev": -9.80,
  "charge": 2
}

=====

(5)
{
  "formula": "C10H24FN2O",
  "method": "ωB97M-V with the def2-TZVPD basis set",
  "species": ["C", "C", "C", "C", "C", "C", "N", "C", "C", "F", "C", "C", "N", "H", "H", "H", "H", "H", "H", "H", "H", "H", "H", "H", "H", "H", "H", "H", "H", "H", "H", "H", "H", "H", "H", "O", "H", "H"],
  "coordinates": [[2.293, 1.805, 0.950], [2.423, 1.419, -0.632], [1.930, -0.074, -1.057], [0.841, -0.800, -0.104], [1.106, -2.441, -0.325], [-0.736, -0.571, -0.412], [-1.462, -1.099, 0.846], [-2.941, -0.826, 0.869], [-3.631, -0.516, -0.582], [-3.677, -1.667, -1.512], [-2.867, 0.819, -1.172], [-1.274, 0.932, -0.665], [-0.604, 1.743, -1.745], [2.445, 2.970, 1.139], [1.199, 1.568, 1.362], [3.054, 1.188, 1.628], [3.586, 1.483, -0.896], [1.928, 2.303, -1.253], [1.517, -0.028, -2.175], [2.910, -0.756, -1.096], [1.008, -0.651, 1.068], [0.863, -2.687, -1.446], [0.544, -3.101, 0.459], [2.267, -2.653, -0.177], [-1.040, -1.261, -1.337], [-1.341, -2.139, 0.970], [-1.064, -0.669, 1.735], [-3.119, 0.044, 1.665], [-3.471, -1.781, 1.351], [-4.758, -0.190, -0.373], [-2.945, 0.732, -2.360], [-3.454, 1.826, -0.913], [-1.260, 1.567, 0.325], [-1.264, 2.112, -2.462], [-0.234, 2.605, -1.241], [3.730, -0.356, 2.794], [3.008, -0.613, 3.387], [4.488, -0.239, 3.387]],
  "homo_lumo_gap_ev": 9.76,
  "spin_multiplicity": 1,
  "lumo_energy_ev": -3.25,
  "charge": 1
}

=====

(6)
{
  "formula": "C10H24FeO11P2Te",
  "method": "ωB97M-V with the def2-TZVPD basis set",
  "species": ["Fe", "C", "C", "O", "C", "C", "O", "C", "C", "O", "C", "C", "O", "H", "H", "H", "H", "H", "H", "H", "H", "H", "H", "H", "H", "H", "H", "H", "H", "O", "P", "O", "O", "O", "P", "O", "O", "O", "H", "H", "C", "Te", "C", "H", "H", "H", "H", "H", "H"],
  "coordinates": [[-0.201, -0.623, 0.424], [2.137, 1.456, 1.249], [1.814, 2.243, -0.006], [0.542, 1.847, -0.463], [0.275, 2.264, -1.787], [-0.969, 1.528, -2.264], [-0.971, 0.170, -1.878], [-0.418, -0.783, -2.757], [1.096, -0.782, -2.704], [1.461, -0.872, -1.341], [2.837, -0.697, -1.084], [3.014, -0.665, 0.432], [1.990, 0.056, 1.090], [1.429, 1.722, 2.035], [3.156, 1.701, 1.564], [2.563, 2.060, -0.785], [1.830, 3.314, 0.229], [1.139, 2.048, -2.427], [0.089, 3.343, -1.822], [-1.069, 1.628, -3.349], [-1.843, 1.961, -1.777], [-0.752, -0.617, -3.786], [-0.792, -1.743, -2.395], [1.511, 0.134, -3.143], [1.489, -1.636, -3.267], [3.192, 0.224, -1.560], [3.416, -1.532, -1.494], [4.001, -0.265, 0.680], [2.923, -1.680, 0.816], [-1.237, -3.936, -0.631], [-2.307, -3.100, 0.304], [-3.633, -3.714, 0.222], [-2.093, -1.648, -0.086], [-1.665, -3.310, 1.767], [-0.276, -2.684, 2.341], [0.649, -2.748, 0.959], [0.241, -3.550, 3.398], [-0.444, -1.196, 2.515], [-1.661, -4.785, -0.834], [0.392, -3.534, 0.437], [-3.422, -0.405, 2.668], [-2.437, 0.655, 1.108], [-2.447, 2.460, 2.329], [-2.861, -0.273, 3.589], [-3.433, -1.454, 2.392], [-4.436, -0.030, 2.766], [-3.450, 2.873, 2.417], [-1.801, 3.203, 1.860], [-2.062, 2.233, 3.322]],
  "homo_lumo_gap_ev": [7.68, 8.01],
  "s2": 6.01,
  "spin_multiplicity": 5,
  "lumo_energy_ev": [0.04, 0.04],
  "e_above_lowest_ev": 0.6504
}

=====

We obtain E values of -137363.9827, -191082.3958, -25606.7420, -83613.9249, -18493.5903, -93546.0556 eV for the records listed above, in that order.